No. 1
C5H11N3 as an isolated structure at a distorted geometry, computed with wB97M-V/def2-TZVPD.

Output
HOMO energy, eV: -7.22
Kohn-Sham gap, eV: 8.2
E_LUMO, Eh: 0.0369

Each line ends with the Löwdin charge.
Geometry (Å):
C (-0.1154, 1.9222, -0.0701)  -0.044
C (-0.5593, -1.8123, -0.0300)  -0.064
C (0.3019, 0.6627, -0.7899)  -0.504
C (0.1572, -0.7099, 0.7209)  -0.427
N (-0.3184, 0.5006, -2.0255)  0.110
N (-0.2594, -0.5953, 2.0639)  0.086
C (1.5507, -0.4478, 0.4356)  -0.137
N (1.6366, 0.2266, -0.6848)  0.088
H (0.1950, -0.0766, -2.6759)  0.087
H (-0.7238, 1.3221, -2.4527)  0.083
H (-1.1068, -1.0853, 2.3127)  0.076
H (-0.2704, 0.3312, 2.4637)  0.071
H (2.4065, -0.6851, 1.0648)  0.108
H (-1.1919, 1.9284, 0.1160)  0.082
H (0.4027, 2.0158, 0.8807)  0.074
H (0.1286, 2.7998, -0.6829)  0.080
H (-1.5955, -1.5340, -0.2442)  0.078
H (-0.5693, -2.7295, 0.5716)  0.078
H (-0.0689, -2.0335, -0.9739)  0.074

No. 2
A 2-piece molecular cluster, C4H11NO overall at a distorted geometry, computed with wB97M-V/def2-TZVPD.

Output
SMILES: CC/C=C/N.O
HOMO energy, eV: -8.73
Kohn-Sham gap, eV: 9.7
E_LUMO, Eh: 0.0344

Each line ends with the Löwdin charge.
Geometry (Å):
C (-3.0192, 0.3998, 0.6420)  -0.121
C (-1.9526, -0.4997, 0.0139)  -0.309
C (-0.8484, 0.1322, -0.8041)  -0.099
C (0.3359, -0.2049, -0.2447)  -0.201
N (1.7174, 0.0579, -0.6224)  0.021
H (-2.4513, 1.1861, 1.2476)  0.098
H (-3.6502, 0.8480, -0.1692)  0.079
H (-3.7207, -0.1436, 1.2198)  0.042
H (-2.4689, -1.2876, -0.5642)  0.105
H (-1.4232, -1.0494, 0.8465)  0.100
H (-0.8815, 0.8165, -1.6773)  0.113
H (0.2663, -0.7870, 0.6542)  0.084
H (1.8573, 0.6359, -1.3949)  0.046
H (2.2194, -0.8169, -0.8646)  0.092
O (4.8882, 0.3147, 0.2219)  -0.142
H (3.9060, 0.0497, 0.3187)  0.029
H (5.2256, 0.3484, 1.1767)  0.064

No. 3
C8H9F2IN3 as an isolated structure at a distorted geometry, computed with wB97M-V/def2-TZVPD.

Output
HOMO energy, eV: -12.61
Charge: +1
Kohn-Sham gap, eV: 7.8
E_LUMO, Eh: -0.1758

Each line ends with the Löwdin charge.
Geometry (Å):
C (1.7210, -0.5694, 1.8543)  0.013
C (0.4176, -0.7730, 1.5588)  -0.239
C (1.3090, 0.5993, 0.0062)  -0.272
C (1.3752, 1.3861, -1.1284)  0.005
C (0.2048, 1.7292, -1.7634)  -0.127
C (-1.1143, 1.2633, -1.3558)  -0.713
C (-0.6736, -1.3794, 2.3289)  -0.015
C (-1.5253, -1.0604, -1.3594)  -0.446
N (0.2055, -0.0177, 0.4040)  0.203
N (2.2713, 0.2527, 0.8865)  0.160
N (-1.2509, 0.0700, -0.6234)  0.095
F (-1.5918, -2.2291, -0.6986)  0.127
F (-0.5704, -1.2213, -2.3015)  0.094
I (-2.0540, 3.0076, -0.3340)  0.845
H (2.2190, -0.9615, 2.6468)  0.112
H (2.3764, 1.6618, -1.5735)  0.156
H (0.3191, 2.4531, -2.5853)  0.136
H (-1.6750, 1.1334, -2.2801)  0.108
H (-0.2328, -1.6487, 3.3008)  0.096
H (-1.5952, -0.7543, 2.1672)  0.111
H (-0.9885, -2.4623, 2.0208)  0.123
H (-2.4713, -0.8242, -1.9267)  0.203
H (3.3242, 0.3448, 0.7558)  0.224

No. 4
C23H25N4O4Tc as an isolated structure, computed with wB97M-V/def2-TZVPD.

Output
HOMO energy (spin up / spin down), eV: -10.74 / -11.03
Charge: +1
Spin multiplicity: 4
Kohn-Sham gap (spin up / spin down), eV: 8.2 / 6.6
Expectation value of S²: 3.771
E_LUMO (spin up / spin down), Eh: -0.0948 / -0.1610

Each line ends with the Mulliken spin population.
Geometry (Å):
Tc (0.1301, 0.4915, 0.4234)  2.513
C (3.6181, 1.7431, 2.5952)  -0.003
C (2.8070, 1.0981, 1.5182)  0.062
O (1.5326, 1.1295, 1.7047)  0.066
C (3.4420, 0.5356, 0.4161)  0.048
C (2.8494, -0.1760, -0.6306)  0.034
C (3.7177, -0.7648, -1.6950)  -0.003
N (1.5272, -0.3696, -0.7115)  -0.019
N (1.0825, -1.1583, -1.7840)  0.018
C (-0.2036, -1.0643, -1.8769)  0.023
O (-0.9277, -0.3319, -1.0443)  0.069
C (-0.9333, -1.8001, -2.9248)  -0.011
C (-0.2934, -2.1949, -4.0966)  0.001
C (-0.9958, -2.9050, -5.0560)  0.000
C (-2.3322, -3.2274, -4.8468)  0.001
C (-2.9691, -2.8322, -3.6795)  -0.001
C (-2.2725, -2.1129, -2.7208)  0.005
H (3.0481, 1.7778, 3.5206)  -0.001
H (3.8504, 2.7698, 2.2991)  0.007
H (4.5576, 1.2170, 2.7491)  0.001
H (4.5179, 0.6184, 0.3920)  0.006
H (4.7526, -0.4695, -1.5487)  0.000
H (3.3744, -0.4522, -2.6810)  0.002
H (3.6393, -1.8524, -1.6785)  0.002
H (0.7485, -1.9442, -4.2460)  -0.001
H (-0.5024, -3.2058, -5.9706)  0.000
H (-2.8771, -3.7844, -5.5984)  0.000
H (-4.0099, -3.0809, -3.5182)  0.000
H (-2.7623, -1.7898, -1.8104)  0.000
O (-1.2145, 1.5547, 1.4062)  0.070
C (-1.7513, 1.3648, 2.6162)  0.012
C (-2.3334, 2.4539, 3.2669)  0.020
C (-2.8999, 2.3144, 4.5145)  -0.007
C (-2.9026, 1.0767, 5.1615)  0.017
C (-2.3436, -0.0050, 4.5269)  -0.002
C (-1.7725, 0.1153, 3.2517)  -0.011
C (-1.2351, -1.0617, 2.5879)  0.045
N (-0.3839, -1.1086, 1.5624)  -0.015
C (-0.1420, -2.4384, 1.2443)  0.026
C (-0.8517, -3.2052, 2.0938)  0.015
N (-1.5228, -2.3284, 2.9269)  0.004
H (-2.3220, 3.4093, 2.7576)  0.001
H (-3.3405, 3.1752, 5.0013)  0.000
H (-3.3305, 0.9709, 6.1484)  0.001
H (-2.3209, -0.9606, 5.0395)  0.001
H (0.5175, -2.7252, 0.4424)  -0.004
H (-0.9405, -4.2729, 2.1836)  0.000
H (-2.1737, -2.5883, 3.6487)  -0.001
C (0.9471, 3.8413, -2.4722)  0.000
C (0.3383, 2.5266, -2.0585)  0.007
O (0.4616, 2.3454, -0.6166)  0.003
H (0.8159, 3.9730, -3.5467)  0.000
H (2.0125, 3.8687, -2.2444)  0.000
H (0.4588, 4.6800, -1.9712)  0.000
H (0.8687, 1.6827, -2.4941)  -0.002
H (-0.7125, 2.4524, -2.3338)  0.002
H (-0.0424, 3.0252, -0.1428)  -0.003

No. 5
A 2-piece molecular cluster, C5H6N2O5 overall at a distorted geometry, computed with wB97M-V/def2-TZVPD.

Output
HOMO energy, eV: -10.19
Kohn-Sham gap, eV: 9.4
E_LUMO, Eh: -0.0280

Each line ends with the Löwdin charge.
Geometry (Å):
C (1.3170, 1.1473, 0.4776)  -0.449
C (-2.2355, -0.9098, -0.1984)  -0.375
C (1.1496, 2.5452, -0.0830)  0.005
C (-2.3018, -2.0728, 0.7695)  0.028
C (2.5573, 0.4842, 0.1676)  0.098
N (-0.9722, -0.9383, -1.0552)  -0.353
N (3.3747, -0.1006, -0.4196)  -0.102
O (4.2482, -0.8316, -0.6605)  0.082
O (0.5679, 0.5667, 1.2313)  0.087
O (-2.8500, 0.0683, -0.2409)  0.212
O (-0.2108, -1.8805, -0.9967)  0.088
O (-0.9410, -0.0226, -1.8166)  0.107
H (1.5830, 2.5908, -1.0444)  0.074
H (0.1693, 2.8510, 0.2113)  0.075
H (1.6322, 3.3094, 0.6713)  0.139
H (-2.0476, -3.0738, 0.3812)  0.100
H (-1.6850, -1.8217, 1.6085)  0.091
H (-3.3552, -1.9114, 0.9971)  0.092

No. 6
C34H26N2P2PtS2 as an isolated structure, computed with wB97M-V/def2-TZVPD.

Output
HOMO energy (spin up / spin down), eV: -13.48 / -14.02
Charge: +2
Spin multiplicity: 5
Kohn-Sham gap (spin up / spin down), eV: 5.1 / 4.9
Expectation value of S²: 6.096
E_LUMO (spin up / spin down), Eh: -0.3086 / -0.3366

Each line ends with the Mulliken spin population.
Geometry (Å):
Pt (1.3432, -0.5693, -0.0326)  0.545
S (2.4031, -1.7092, -1.8592)  0.659
C (1.3680, -1.5857, -3.2279)  0.140
C (1.9123, -1.8067, -4.5016)  -0.032
C (1.1085, -1.7392, -5.6159)  0.088
C (1.6857, -1.9479, -6.9101)  -0.017
N (2.1481, -2.1109, -7.9474)  0.060
C (-0.2849, -1.4601, -5.4945)  -0.002
C (-0.8387, -1.2844, -4.2576)  0.022
C (-0.0285, -1.3367, -3.0923)  0.057
S (-0.7463, -1.1536, -1.5830)  0.856
C (-1.1059, -1.3473, -6.6658)  0.005
N (-1.7801, -1.2377, -7.5872)  -0.006
H (2.9653, -2.0211, -4.6212)  -0.014
H (-1.8948, -1.0764, -4.1563)  -0.004
C (3.6273, -1.0399, 1.1089)  0.058
C (3.5897, 0.2916, 0.8983)  0.067
P (0.8025, 1.6252, -0.5487)  0.684
C (-0.6967, 2.0496, -1.4329)  0.053
C (-1.9715, 1.7037, -0.9763)  0.044
C (-3.0870, 2.0869, -1.7007)  0.013
C (-2.9349, 2.8059, -2.8809)  -0.002
C (-1.6710, 3.1450, -3.3390)  0.016
C (-0.5456, 2.7665, -2.6195)  0.006
C (0.9855, 2.7983, 0.7757)  0.030
C (2.2609, 3.3027, 1.0716)  0.052
C (2.4208, 4.2368, 2.0790)  -0.014
C (1.3164, 4.6577, 2.8107)  0.058
C (0.0463, 4.1687, 2.5225)  -0.011
C (-0.1269, 3.2585, 1.4976)  0.039
P (0.3896, -1.8893, 1.5276)  0.339
C (-1.1792, -2.6558, 1.3529)  0.078
C (-2.3131, -2.1927, 2.0441)  0.012
C (-3.5386, -2.7807, 1.8013)  0.001
C (-3.6344, -3.8432, 0.9073)  0.018
C (-2.5148, -4.3204, 0.2330)  0.002
C (-1.2893, -3.7203, 0.4398)  0.001
C (0.4724, -1.2663, 3.1822)  -0.008
C (1.0049, -0.0040, 3.4803)  0.034
C (1.0822, 0.4171, 4.7935)  -0.005
C (0.6667, -0.4262, 5.8193)  0.033
C (0.1526, -1.6850, 5.5377)  -0.010
C (0.0382, -2.1051, 4.2255)  0.026
H (3.3496, -1.4585, 2.0688)  0.005
H (4.0830, -1.7118, 0.3928)  0.006
H (4.0136, 0.7249, 0.0003)  -0.002
H (3.2845, 0.9657, 1.6844)  -0.007
H (-2.0942, 1.1326, -0.0631)  0.000
H (-4.0758, 1.8295, -1.3469)  0.001
H (-3.8080, 3.1060, -3.4434)  0.000
H (-1.5562, 3.7081, -4.2546)  0.001
H (0.4376, 3.0397, -2.9823)  0.008
H (3.1180, 2.9970, 0.4886)  0.001
H (3.3987, 4.6479, 2.2866)  0.001
H (1.4419, 5.3889, 3.5979)  0.001
H (-0.8081, 4.5183, 3.0853)  0.000
H (-1.1223, 2.9131, 1.2504)  0.001
H (-2.2279, -1.3843, 2.7577)  0.000
H (-4.4205, -2.4268, 2.3163)  0.001
H (-4.5959, -4.3077, 0.7355)  0.001
H (-2.6036, -5.1547, -0.4481)  0.000
H (-0.4122, -4.0756, -0.0878)  0.001
H (1.3181, 0.6615, 2.6867)  0.009
H (1.4665, 1.4014, 5.0227)  0.002
H (0.7426, -0.0972, 6.8466)  0.001
H (-0.1643, -2.3353, 6.3408)  0.000
H (-0.3731, -3.0818, 4.0064)  0.001

The relative energy (zero: lowest compared OMol25 entry of this formula, charge and spin) results, record by record, are as follows: 196.9; 183.2; 103.8; 0.0; 727.0; 127.5 kJ/mol.
The calculated total energy results, record by record, are as follows: -361.31441; -288.94724; -971.59767; -1492.10602; -679.59761; -3018.44311 Eh.